[1]
The following is a quantum chemistry calculation of C14H32CuN2O10 as an isolated structure, from OMol25.

XYZ file:
```
59
Properties=species:S:1:pos:R:3:forces:R:3
Cu -1.484 -0.619 -0.370 -0.6 0.2 0.0
O -1.174 1.863 -3.489 1.2 0.0 -1.4
C -2.188 2.015 -2.644 -3.3 0.9 5.5
O -3.267 2.494 -3.010 0.2 0.1 -2.2
O -2.019 1.754 -1.397 1.8 -1.0 -1.2
H -1.568 2.234 -4.282 0.2 0.0 -0.6
O -2.279 -3.256 2.287 2.2 -2.3 0.1
C -3.209 -2.370 2.106 -3.0 5.6 -1.7
O -3.162 -1.538 1.143 1.9 -0.8 -1.1
O -4.110 -2.249 2.938 -0.7 -1.5 1.7
H -2.649 -3.648 3.081 0.3 -0.7 0.5
C -0.777 4.254 4.270 0.0 -0.5 0.8
O -0.212 2.975 3.952 1.4 0.4 0.2
C 1.194 2.825 4.374 -1.5 0.0 1.1
C 1.889 1.486 4.074 -0.6 0.8 0.1
N 2.454 1.432 2.765 -0.4 -1.9 0.1
C 1.461 1.733 1.703 1.8 1.3 -0.2
C 0.166 0.932 1.554 0.1 0.9 -0.7
O 0.275 -0.341 0.945 1.2 -1.8 1.3
C 0.709 -1.327 1.939 0.1 0.7 0.1
H -0.596 4.560 5.301 0.3 -0.4 0.5
H -1.862 4.158 4.225 0.1 0.0 -0.5
H -0.418 5.117 3.709 0.1 -0.3 -0.7
H 1.219 2.858 5.463 -0.3 0.4 0.4
H 1.789 3.679 4.051 0.1 0.0 -0.5
H 1.250 0.632 4.300 -0.3 0.1 -0.2
H 2.691 1.426 4.809 0.2 0.0 0.0
H 3.309 1.967 2.821 -0.3 0.3 -1.1
H 2.046 1.789 0.785 -0.2 -0.6 -0.4
H 1.242 2.791 1.850 -1.0 0.1 -0.1
H -0.456 1.404 0.793 0.1 0.9 0.2
H -0.399 0.974 2.485 -0.1 -0.6 0.1
H -0.034 -1.293 2.735 -0.1 -0.5 0.0
H 1.681 -1.072 2.361 0.1 0.6 0.0
H 0.889 -2.336 1.568 -0.8 0.2 -0.6
C -2.132 -3.139 -1.432 -1.1 0.6 0.4
O -2.598 -1.856 -1.934 0.6 0.1 -0.6
C -2.159 -1.514 -3.273 0.0 -1.2 0.3
C -0.635 -1.350 -3.403 -0.1 1.0 -0.3
N -0.071 -0.467 -2.382 -0.1 -0.8 1.0
C 1.374 -0.445 -2.226 -0.8 -0.4 -0.5
C 2.222 -0.161 -3.482 0.5 -1.5 1.0
O 2.394 -1.316 -4.363 -0.9 -0.1 0.5
C 3.147 -2.393 -3.788 0.2 0.9 -0.2
H -2.919 -3.507 -0.774 -0.3 0.1 -0.2
H -1.324 -3.016 -0.711 0.6 0.0 -0.5
H -1.977 -3.877 -2.219 0.4 0.2 -0.2
H -2.754 -0.715 -3.716 0.2 0.6 1.0
H -2.486 -2.342 -3.903 0.3 -0.5 -0.3
H -0.382 -0.887 -4.357 -0.4 -0.2 -0.6
H -0.176 -2.337 -3.454 0.3 0.0 0.6
H -0.368 0.489 -2.517 -0.3 -0.1 -0.1
H 1.685 -1.402 -1.808 0.2 -0.1 0.0
H 1.546 0.283 -1.433 0.4 0.2 -0.2
H 3.204 0.008 -3.039 0.5 0.6 -0.3
H 1.873 0.701 -4.051 0.0 -0.3 -0.2
H 3.262 -3.213 -4.497 0.1 0.5 -0.5
H 2.777 -2.918 -2.907 -0.6 0.6 0.3
H 4.098 -1.929 -3.527 0.5 -0.5 0.1
```
Forces are in eV/Å.

Computed properties:
- HOMO level (eV) = -4.42
- HOMO-LUMO gap (eV) = 6.9
- charge = -1

=====

[2]
The following is a quantum chemistry calculation of a 3-piece molecular cluster, C3H6BrN4O2 overall, from OMol25.

XYZ file:
```
16
Properties=species:S:1:pos:R:3:forces:R:3
C -1.085 -1.506 0.588 0.8 1.5 -1.1
C 0.700 -0.502 0.925 -2.9 -0.2 -1.5
C 0.216 1.866 0.250 -1.0 1.5 -1.7
N 0.145 -1.737 1.011 -0.3 2.2 0.7
N -0.130 0.433 0.280 3.7 -1.9 3.1
N -1.241 -0.252 0.131 -1.1 -0.2 -0.2
N 2.028 -1.151 -0.912 0.4 1.1 0.2
O 2.587 -0.132 -1.203 -0.1 -0.8 -0.4
O 1.879 -2.234 -1.318 0.3 -0.4 -0.8
Br -3.764 0.691 -1.841 -0.1 0.1 -0.1
H -1.885 -2.142 0.437 -1.2 -1.6 0.1
H 1.626 -0.260 1.308 1.7 0.7 0.6
H 1.110 1.966 0.856 0.0 0.0 -0.1
H 0.414 2.257 -0.818 -0.2 -1.0 1.6
H -0.583 2.536 0.658 0.5 -1.0 -0.1
H -2.016 0.166 -0.352 -0.8 0.0 -0.3
```
Forces are in eV/Å.

Computed properties:
- HOMO level (spin up / spin down) (eV) = -15.44 / -13.57
- HOMO-LUMO gap (spin up / spin down) (eV) = 10.1 / 5.8
- charge = +1

=====

[3]
The following is a quantum chemistry calculation of one molecule with the formula C3H10N2S, from OMol25.

XYZ file:
```
16
Properties=species:S:1:pos:R:3:forces:R:3
N 0.673 0.263 1.486 0.3 0.2 -0.2
C 0.219 -0.235 0.203 -0.2 0.4 -0.8
C 1.290 -0.309 -0.929 -0.9 -0.3 1.3
S 2.762 -1.243 -0.447 0.9 1.5 -0.2
C -0.932 0.606 -0.400 -0.6 -0.7 1.3
N -2.099 0.588 0.491 0.3 -0.2 0.5
H -0.100 0.199 2.133 -0.1 -0.1 0.1
H 2.244 -2.424 -0.518 -0.7 -1.3 -0.1
H 0.855 1.261 1.418 0.2 0.0 0.0
H -0.133 -1.257 0.373 -0.1 -0.1 0.0
H 0.764 -0.779 -1.757 0.4 0.0 -0.3
H 1.547 0.708 -1.219 0.4 -0.1 0.0
H -1.161 0.195 -1.384 0.1 0.5 -0.4
H -0.618 1.648 -0.366 0.2 0.1 -0.8
H -2.887 1.113 0.168 -0.2 0.3 -0.3
H -2.425 -0.332 0.748 0.1 -0.2 -0.2
```
Forces are in eV/Å.

Computed properties:
- HOMO level (eV) = -8.82
- HOMO-LUMO gap (eV) = 9.8
- SMILES = NC[C@H](N)CS

=====

[4]
The following is a quantum chemistry calculation of C30H75F2N6O18S3Sn as an isolated structure, from OMol25.

XYZ file:
```
135
Properties=species:S:1:pos:R:3:forces:R:3
Sn -27.437 30.793 10.048 2.3 0.6 -1.6
S -24.654 30.873 7.859 0.5 2.6 -0.4
O -25.751 30.821 6.904 -0.6 -1.1 -1.0
O -24.935 29.927 8.973 -1.9 -2.3 2.6
O -23.301 30.658 7.359 -0.3 -0.8 -0.4
O -24.720 32.201 8.490 -0.4 1.5 1.4
N -28.628 32.464 7.882 -0.4 -6.3 -4.4
S -29.285 33.776 7.984 0.5 10.6 5.9
O -30.728 33.930 8.284 2.5 -0.4 -1.5
O -28.412 34.829 7.455 -3.0 -0.5 -1.8
F -28.651 34.010 9.439 -0.5 -0.5 2.6
S -29.373 32.196 6.351 0.0 -3.6 -4.1
O -28.996 33.087 5.235 -1.1 -1.5 3.1
O -30.756 31.744 6.510 1.5 1.2 0.0
F -28.727 30.816 5.898 0.5 0.7 0.8
C -29.767 27.136 12.700 0.6 -1.2 0.6
O -30.890 27.399 11.960 -2.6 0.4 -0.6
C -32.174 27.216 12.597 -0.6 0.8 -1.0
C -33.343 27.489 11.560 1.1 -0.4 0.3
N -33.944 28.782 11.738 0.2 1.5 -0.4
C -34.684 29.439 10.650 0.1 -0.8 -1.1
C -35.000 30.907 10.896 0.1 0.8 0.4
O -35.708 31.647 9.875 0.1 -1.6 1.1
C -34.884 31.875 8.771 0.1 0.7 -1.2
H -29.881 27.438 13.742 0.2 0.3 0.1
H -28.886 27.563 12.219 -0.2 0.4 0.1
H -29.620 26.056 12.676 0.3 -0.3 0.4
H -32.316 27.992 13.349 0.3 0.0 0.5
H -32.312 26.233 13.047 0.4 -0.2 0.0
H -34.049 26.660 11.600 -0.2 -0.2 0.1
H -32.870 27.427 10.580 -0.1 0.1 -0.2
H -34.287 28.993 12.665 -0.2 -0.3 -0.1
H -35.558 28.883 10.311 -0.7 0.0 0.5
H -34.109 29.409 9.725 0.7 -0.1 0.1
H -34.053 31.427 11.042 0.3 0.0 0.2
H -35.548 30.991 11.834 -0.3 0.2 -0.1
H -34.167 32.680 8.936 0.3 0.0 0.3
H -35.500 32.229 7.944 -0.2 -0.1 0.1
H -34.352 31.001 8.395 0.0 -0.2 0.2
C -24.350 35.676 9.254 0.8 -1.5 0.4
O -25.253 35.867 8.207 -0.2 2.2 0.3
C -25.414 37.311 7.989 -1.2 -1.3 0.7
C -26.530 37.532 6.922 1.3 -0.4 1.0
N -26.064 36.909 5.707 -1.4 0.5 -2.1
C -27.200 36.817 4.714 0.6 -1.2 0.6
C -26.750 36.456 3.282 -0.5 -1.7 1.3
O -26.192 35.111 3.333 -1.0 0.4 -0.4
C -26.317 34.393 2.075 1.6 1.3 1.1
H -23.311 35.799 8.946 0.3 0.3 -0.3
H -24.392 34.645 9.607 -0.3 -0.3 -0.5
H -24.451 36.228 10.188 -0.7 0.9 -0.1
H -24.434 37.773 7.869 0.2 0.0 -1.0
H -25.736 37.733 8.941 -0.4 0.1 0.3
H -26.758 38.582 6.736 0.2 0.5 0.4
H -27.463 37.108 7.295 0.2 -0.5 -0.1
H -25.483 37.627 5.299 0.8 -0.1 -0.2
H -27.860 37.685 4.725 0.1 0.6 -0.2
H -27.821 36.014 5.111 -0.1 -0.2 -0.3
H -26.080 37.223 2.892 0.5 -0.2 -0.2
H -27.617 36.369 2.628 -0.3 0.5 0.0
H -25.718 33.493 2.220 0.1 0.1 -0.2
H -25.828 35.119 1.426 0.0 -0.6 -1.1
H -27.282 34.086 1.671 -0.5 0.4 0.6
C -27.889 29.705 14.675 1.7 1.5 0.4
O -27.070 30.361 13.637 -0.9 -1.7 1.3
C -25.700 30.293 14.037 0.3 2.5 -1.0
C -24.921 30.910 12.897 1.3 -0.2 -2.9
N -25.437 32.097 12.144 -1.4 0.4 1.1
C -25.643 33.204 13.029 -0.8 0.8 2.0
C -24.379 33.778 13.640 -0.9 1.5 1.3
O -23.746 34.447 12.632 2.4 0.3 -2.3
C -22.481 35.108 12.902 -1.9 -0.2 -0.3
H -28.961 29.900 14.689 0.0 -0.4 -1.3
H -27.626 30.243 15.586 0.3 -0.2 0.5
H -27.544 28.678 14.799 -0.6 -0.2 -0.2
H -25.224 29.352 14.312 -0.7 -0.6 -0.4
H -25.463 30.955 14.870 -0.8 0.1 0.7
H -24.833 30.226 12.053 0.1 -0.7 0.2
H -23.884 31.093 13.177 0.1 -0.1 0.5
H -24.748 32.605 11.608 0.9 -1.5 -1.4
H -26.348 33.015 13.839 0.0 -0.5 0.2
H -26.084 34.093 12.576 0.0 -0.3 -0.8
H -23.746 33.174 14.290 0.2 -0.6 -0.3
H -24.745 34.606 14.247 -0.3 -0.1 1.1
H -22.663 35.711 13.790 0.6 -0.1 0.4
H -22.348 35.799 12.070 0.2 -0.2 0.0
H -21.654 34.399 12.947 0.0 0.1 0.3
C -29.110 33.059 12.751 -0.2 0.7 -1.3
O -29.500 32.232 11.650 -1.8 -1.5 2.2
C -30.765 31.485 11.865 1.7 -0.2 -3.1
C -30.954 30.887 10.428 -2.2 0.1 1.6
N -30.338 29.578 10.362 1.5 0.8 -1.2
C -30.702 28.888 9.087 0.2 -0.8 1.7
C -29.984 27.521 8.948 0.7 0.0 -0.3
O -28.549 27.580 8.781 -1.8 2.2 1.7
C -27.815 26.450 9.110 1.1 -0.2 -1.0
H -28.768 32.661 13.706 0.3 -1.0 -0.3
H -29.973 33.667 13.019 0.1 0.6 -0.2
H -28.323 33.588 12.213 0.1 0.8 0.9
H -31.670 32.017 12.159 0.5 1.0 -0.1
H -30.690 30.664 12.578 0.6 -0.1 0.2
H -30.855 31.579 9.592 1.2 0.1 0.2
H -32.034 30.746 10.378 -0.7 -0.3 -0.1
H -30.811 29.089 11.109 0.6 -0.5 0.0
H -30.702 29.598 8.260 0.3 -0.3 -0.2
H -31.715 28.585 9.352 -0.6 -0.1 -1.1
H -30.384 26.936 8.120 -0.2 0.3 -0.5
H -30.255 26.927 9.821 0.3 0.1 0.3
H -26.794 26.795 9.277 0.1 0.1 -0.8
H -27.953 25.887 8.187 0.9 -1.2 0.4
H -27.889 25.859 10.023 -1.6 0.1 0.3
C -19.947 25.614 8.353 -0.4 1.4 0.4
O -21.076 25.914 9.221 3.0 -0.2 -0.2
C -22.036 24.911 9.265 -0.5 0.9 0.6
C -22.961 25.160 8.128 0.2 -1.6 1.0
N -23.890 26.222 8.431 1.4 -0.4 -2.2
C -24.885 26.270 7.368 -2.1 1.7 0.0
C -24.575 27.016 6.033 0.4 1.9 2.7
O -23.698 26.372 5.226 0.4 -3.1 -2.2
C -24.295 25.169 4.702 1.4 -0.5 -0.8
H -20.241 25.436 7.319 -0.2 -0.7 0.1
H -19.228 24.910 8.772 -0.5 -0.7 0.0
H -19.343 26.513 8.235 -0.3 0.4 0.4
H -22.585 25.072 10.193 -0.1 0.0 0.4
H -21.706 23.873 9.316 0.7 -0.1 -0.3
H -23.473 24.198 8.133 -0.6 -0.5 -1.1
H -22.276 25.238 7.284 -0.9 0.5 -0.6
H -24.152 26.043 9.390 -1.0 0.4 -0.2
H -25.717 26.867 7.741 0.1 0.0 0.0
H -25.352 25.328 7.080 0.2 -0.7 0.4
H -24.085 27.948 6.316 0.1 0.2 0.2
H -25.433 27.387 5.473 -0.7 -0.6 0.2
H -25.059 25.291 3.935 -0.5 0.7 0.4
H -24.597 24.400 5.413 -0.4 0.5 0.6
H -23.552 24.599 4.145 0.7 0.4 -0.1
```
Forces are in eV/Å.

Computed properties:
- HOMO level (eV) = -3.94
- HOMO-LUMO gap (eV) = 4.9
- charge = -1

=====

Computed energy relative to the best compared isomer or geometry (same formula, charge and spin), in the same sequence as the records: 261.1; 373.7; 33.1; 856.8 kJ/mol.
Computed strongest force on any atom, in the same sequence as the records: 6.64; 5.20; 1.73; 12.14 eV Å⁻¹.